15
Properties=species:S:1:pos:R:3:nbo_charge:R:1 method="wB97M-V/def2-TZVPD" relative_energy_kj_mol=820.06
H 0.858 -1.046 -0.112 0.45
H 0.591 -1.488 -1.782 0.39
H -0.409 1.296 0.960 0.46
H 0.566 1.048 -1.096 0.29
H -1.890 -0.232 0.336 0.47
H -2.205 -0.110 1.870 0.46
N 0.286 -0.945 -0.984 -0.48
C -0.225 0.319 -1.343 0.00
H -0.327 0.377 -2.457 0.25
O -2.031 -0.765 1.179 -0.95
H 1.119 1.162 1.176 0.48
H 2.659 -1.016 0.964 0.45
O -1.438 0.591 -0.852 -0.49
O 0.257 1.104 1.617 -0.95
O 2.189 -0.294 0.522 -0.82

---

52
Properties=species:S:1:pos:R:3:nbo_charge:R:1 method="wB97M-V/def2-TZVPD" total_charge=+3 e_tot_ha=-2087.9977
H 3.716 0.833 1.861 0.25
C 1.602 0.559 2.138 0.25
H -0.895 -5.226 -0.633 0.29
C 1.819 -0.917 2.451 -0.64
C 0.530 2.758 3.073 -0.63
H 1.022 2.145 -3.469 0.26
H 1.604 -4.073 -1.950 0.26
O -0.696 1.224 1.801 -0.59
H 1.019 -1.564 2.075 0.18
B -0.058 0.523 0.768 0.91
H -2.009 3.184 -0.046 0.27
C 0.756 -4.112 -2.643 -0.91
H -1.949 1.982 -3.985 0.26
C -2.019 -3.927 -2.948 -0.90
H -0.457 -0.499 3.813 0.22
H 1.953 -1.105 3.525 0.27
H 1.063 -3.649 -3.592 0.26
H 2.844 2.337 2.200 0.24
H 0.455 -5.159 -2.815 0.28
H 0.977 3.239 2.191 0.21
P -0.782 2.141 -1.859 0.93
C 0.329 1.262 2.812 0.24
C -0.837 -0.826 0.569 0.20
I -3.217 -0.650 -2.040 0.17
H -1.810 -4.995 -3.115 0.29
H -0.299 3.625 0.044 0.27
H -2.981 -3.806 -2.436 0.26
H -1.921 3.676 -3.380 0.30
Zr -0.446 -0.508 -1.571 0.87
H 2.743 -1.231 1.955 0.25
H -0.433 3.246 3.259 0.25
I 2.184 -0.685 -2.527 0.14
H -1.354 4.379 -1.190 0.29
H 0.699 3.813 -2.861 0.30
H 1.171 2.940 3.941 0.27
H -2.075 -3.414 -3.918 0.26
O -1.397 -1.551 1.352 -0.15
C -0.223 0.548 4.039 -0.65
P -0.667 -3.191 -1.945 0.90
H -1.833 -3.861 0.077 0.26
H 0.481 0.582 4.880 0.26
C -0.892 -4.150 -0.405 -0.93
H -3.044 2.464 -2.670 0.27
H -1.150 1.030 4.378 0.26
C 0.780 2.750 -2.587 -0.92
H -0.067 -3.923 0.282 0.25
C -1.140 3.454 -0.640 -0.92
C 2.901 1.275 2.443 -0.64
O 1.346 0.667 0.725 -0.67
H 1.583 2.607 -1.851 0.27
H 3.122 1.158 3.521 0.26
C -2.045 2.619 -3.098 -0.90

---

67
Properties=species:S:1:pos:R:3:nbo_charge:R:1 method="wB97M-V/def2-TZVPD" total_charge=+1 relative_energy_kj_mol=0.00 spin_multiplicity=3
H -0.837 -12.341 9.884 0.24
N -3.311 -12.461 12.829 -0.53
H -8.928 -14.820 13.266 0.22
C -1.917 -11.244 11.325 -0.22
C -2.954 -11.248 12.297 0.19
S -5.891 -10.433 16.483 -0.34
C -2.884 -14.702 17.709 -0.23
C -3.585 -7.659 9.774 -0.21
H -3.855 -5.435 12.308 0.22
H 0.822 -11.131 15.564 0.21
C -3.668 -7.542 12.536 -0.18
O -5.900 -14.695 15.808 -0.65
C 0.468 -14.972 15.188 -0.22
C -2.998 -13.607 12.180 0.09
C 1.744 -14.385 15.159 -0.20
H -3.307 -12.010 19.757 0.23
C -3.698 -6.387 11.805 -0.21
C -3.450 -14.071 20.413 -0.21
O -7.665 -15.645 16.883 -0.63
H -7.476 -15.083 17.655 0.52
N -6.327 -7.926 15.694 -0.77
C -0.643 -14.138 15.499 -0.25
H -6.640 -17.346 14.800 0.23
C -3.729 -10.053 12.671 0.22
C -7.225 -13.688 12.863 0.76
O -7.069 -15.875 13.455 -0.50
H -3.732 -16.163 20.706 0.22
H -7.980 -15.229 11.700 0.23
H -3.286 -16.793 18.328 0.23
C -6.837 -15.493 15.877 0.83
O -7.648 -12.783 13.646 -0.71
C -3.461 -15.390 19.997 -0.20
O -6.021 -13.548 12.366 -0.74
C -0.489 -12.787 15.698 -0.27
H -1.379 -12.108 15.881 0.21
C -3.205 -13.063 19.489 -0.19
C -1.507 -12.429 10.723 -0.14
H 2.588 -14.992 14.907 0.22
H -2.576 -12.563 17.525 0.21
H -3.530 -9.745 9.913 0.22
N -4.532 -10.167 13.722 -0.36
H 0.304 -16.005 14.953 0.23
C -2.840 -13.376 18.182 -0.25
H -3.637 -13.869 21.481 0.23
H -1.904 -14.565 10.563 0.24
C 1.893 -13.019 15.360 -0.22
H 2.898 -12.564 15.256 0.23
C -7.965 -14.982 12.771 -0.16
H -1.508 -10.269 10.984 0.25
H -6.251 -7.205 14.995 0.41
H -6.860 -7.809 16.545 0.42
H -3.573 -7.751 8.704 0.22
H -8.306 -16.743 14.969 0.22
C -3.552 -8.816 11.890 -0.05
H -3.810 -5.527 9.793 0.23
C -5.813 -9.116 15.316 0.34
C -3.681 -6.405 10.398 -0.17
H -3.766 -7.527 13.632 0.24
C -2.103 -13.649 11.107 -0.24
H -3.563 -14.489 12.468 0.23
Te -2.561 -15.044 15.597 0.58
C -3.211 -15.742 18.638 -0.24
C -3.527 -8.854 10.492 -0.21
N -5.275 -9.072 14.117 -0.43
Pr -5.339 -12.428 14.518 1.66
C -7.297 -16.446 14.717 -0.15
C 0.772 -12.220 15.572 -0.14

---

80
Properties=species:S:1:pos:R:3:lowdin_charge:R:1 method="wB97M-V/def2-TZVPD" total_charge=-1 relative_energy_kj_mol=219.96 spin_multiplicity=2
H -2.586 -4.199 4.600 0.10
C 3.277 -0.359 0.762 -0.60
C 4.818 1.209 1.845 -0.15
F 6.314 0.450 3.537 0.10
H -4.488 -2.209 -0.290 0.08
C -1.689 0.042 -0.449 -0.20
H -5.126 0.016 4.277 0.11
C 5.327 0.196 2.654 -0.13
H 1.115 3.213 3.606 0.02
C -2.473 -2.099 4.248 -0.02
F 5.289 -2.072 3.307 0.10
C -4.501 -3.260 4.805 -0.11
H -1.410 -2.102 4.054 0.11
C -3.133 -3.268 4.554 -0.09
C -4.800 1.128 0.558 -0.04
H -5.886 -1.396 0.430 0.08
H -3.334 5.157 -1.095 0.02
H -0.625 5.230 2.552 0.00
C -2.472 0.329 3.811 -0.17
H 2.161 2.279 2.564 -0.01
H 3.529 5.772 1.437 0.02
C -1.774 2.877 -2.808 -0.23
C -3.968 4.245 4.477 -0.10
H 2.565 6.117 0.010 0.01
H -5.012 -4.176 5.065 0.09
H -4.490 2.068 0.107 0.07
H -4.350 -1.470 1.307 0.08
H -4.336 1.048 1.539 0.07
C -2.989 1.654 4.049 -0.19
Ir 0.156 0.615 0.253 0.63
C -3.162 -0.874 4.180 -0.19
C -2.578 4.717 -0.448 -0.21
H -2.926 4.769 2.688 0.08
S 2.155 -0.739 -0.481 0.55
C 2.914 5.322 0.664 -0.22
C -3.161 3.973 3.382 -0.09
Si -1.088 4.045 -1.455 0.25
H -4.634 -0.726 -2.361 0.08
As 0.649 2.942 -0.348 0.69
H -4.634 1.029 -2.178 0.07
C -4.554 -0.894 4.393 -0.05
H -0.224 6.245 1.169 0.00
H -2.175 1.976 -2.349 -0.02
C -1.306 0.257 3.050 -0.15
C -0.299 5.561 -2.342 -0.24
C -4.802 -1.367 0.322 -0.05
C 3.834 0.925 0.920 -0.26
C 4.799 -1.087 2.531 -0.14
H -2.559 3.332 -3.409 0.02
C -2.671 2.705 3.167 -0.03
Si 1.411 4.348 1.372 0.29
C -4.361 -0.049 -0.322 -0.63
F 3.405 1.936 0.127 -0.03
H -5.883 1.139 0.679 0.08
C 1.927 3.291 2.887 -0.21
H -6.275 -2.062 4.857 0.10
H 0.583 5.250 -2.896 0.01
C -4.961 0.094 -1.725 -0.06
F 5.309 2.457 1.949 0.10
H 3.547 4.662 0.077 0.01
C -5.204 -2.068 4.705 -0.10
H 0.678 6.394 2.662 0.02
C 3.796 -1.354 1.618 -0.24
H -2.064 2.489 2.296 0.10
H 0.017 6.301 -1.610 0.00
C 0.191 5.684 2.001 -0.22
H -0.976 6.050 -3.036 0.02
C -4.250 3.232 5.382 -0.10
H -2.262 5.481 0.255 0.00
H -3.981 1.181 5.898 0.11
C -0.380 0.317 2.241 -0.17
H -3.046 3.917 0.118 -0.01
H -0.974 2.572 -3.479 0.02
C -3.769 1.958 5.176 -0.05
H -4.372 5.237 4.625 0.09
C -2.903 -0.015 -0.405 -0.17
H -6.049 0.092 -1.678 0.08
F 3.325 -2.610 1.540 0.07
H -4.841 3.447 6.262 0.10
H 2.800 3.683 3.402 0.02